i:
{
  "formula": "C9H18N3",
  "method": "ωB97M-V/def2-TZVPD",
  "total_charge": 1,
  "gap_ev": 9.38,
  "homo_energy_ev": -12.16,
  "symbols": ["C", "C", "C", "C", "C", "C", "C", "C", "C", "N", "N", "N", "H", "H", "H", "H", "H", "H", "H", "H", "H", "H", "H", "H", "H", "H", "H", "H", "H", "H"],
  "positions_angstrom": [[0.947, 0.913, -3.416], [-1.999, 0.453, 2.561], [-0.784, -2.461, 0.716], [0.168, 0.084, -2.620], [-1.133, 0.790, 1.658], [0.080, -1.862, -0.105], [-0.426, 0.523, -1.350], [0.260, 0.271, 1.426], [0.480, -0.437, 0.055], [-1.740, 0.138, -1.223], [2.032, -0.185, -0.206], [1.255, 1.290, 1.651], [1.149, 0.693, -4.432], [1.313, 1.927, -3.095], [-2.789, 1.171, 2.683], [-1.782, -0.213, 3.373], [-1.032, -3.410, 0.477], [-1.237, -2.115, 1.763], [0.098, -0.964, -2.657], [-1.317, 1.627, 0.922], [0.252, -2.418, -1.059], [-0.470, 1.566, -1.125], [0.553, -0.359, 2.265], [-2.273, 0.549, -0.415], [-1.803, -0.867, -1.317], [2.815, -0.923, -0.064], [2.027, 0.230, -1.151], [1.888, 1.127, 2.450], [0.984, 2.287, 1.441], [2.085, 0.693, 0.522]]
}

---

ii:
{
  "formula": "C9H18N3",
  "method": "ωB97M-V/def2-TZVPD",
  "total_charge": 1,
  "gap_ev": 10.04,
  "homo_energy_ev": -13.85,
  "symbols": ["C", "C", "C", "C", "C", "C", "C", "C", "C", "N", "N", "N", "H", "H", "H", "H", "H", "H", "H", "H", "H", "H", "H", "H", "H", "H", "H", "H", "H", "H"],
  "positions_angstrom": [[-0.025, -2.987, -0.368], [1.076, -2.185, -0.258], [-1.148, -2.203, -0.110], [-3.010, -0.040, 0.216], [-1.457, 0.864, -1.338], [-1.102, 1.304, 1.025], [2.312, 0.381, 1.448], [2.948, 0.228, -0.885], [-1.508, 0.270, -0.010], [0.684, -0.943, -0.026], [-0.688, -0.941, 0.034], [1.868, 0.430, 0.058], [0.036, -4.019, -0.561], [2.162, -2.496, -0.215], [-2.249, -2.424, -0.206], [-3.310, -0.407, 1.204], [-3.540, 0.966, 0.176], [-3.547, -0.662, -0.453], [-0.432, 1.126, -1.721], [-1.877, 0.245, -2.212], [-1.997, 1.898, -1.453], [-1.886, 2.125, 1.077], [-1.062, 0.776, 1.953], [-0.164, 1.811, 0.834], [3.265, 0.823, 1.417], [1.757, 0.952, 2.062], [2.414, -0.646, 1.851], [2.733, 0.303, -1.924], [3.366, 1.301, -0.578], [3.672, -0.578, -0.739]]
}

---

Verdict on stability: ii comes out on top.

---

i:
{
  "formula": "C22H27N3O3",
  "method": "ωB97M-V/def2-TZVPD",
  "total_charge": 0,
  "smiles": "CCOC(=O)c1ccc(NC(=O)N2CCN(CCc3ccccc3)CC2)cc1",
  "gap_ev": 8.92,
  "homo_energy_ev": -8.37,
  "symbols": ["C", "C", "H", "H", "O", "C", "O", "C", "C", "C", "C", "C", "C", "H", "H", "N", "C", "O", "N", "C", "H", "C", "N", "C", "H", "C", "C", "C", "C", "C", "C", "C", "H", "H", "H", "H", "H", "H", "H", "H", "C", "C", "H", "H", "H", "H", "H", "H", "H", "H", "H", "H", "H", "H", "H"],
  "positions_angstrom": [[0.944, -6.580, -6.836], [1.653, -7.004, -5.557], [1.235, -7.948, -5.191], [2.728, -7.110, -5.719], [1.528, -6.018, -4.536], [0.397, -6.034, -3.813], [-0.489, -6.839, -3.984], [0.370, -4.977, -2.782], [1.393, -4.041, -2.641], [1.339, -3.081, -1.654], [0.257, -3.041, -0.774], [-0.775, -3.972, -0.923], [-0.719, -4.926, -1.913], [-1.510, -5.652, -2.030], [-1.621, -3.944, -0.249], [0.134, -2.109, 0.249], [1.078, -1.203, 0.697], [2.180, -1.088, 0.201], [0.702, -0.467, 1.786], [-0.622, -0.241, 2.319], [-1.370, -0.888, 1.862], [-1.033, 1.222, 2.099], [-0.065, 2.078, 2.748], [-0.478, 3.448, 2.941], [0.288, 3.936, 3.550], [-0.705, 4.288, 1.664], [-1.107, 5.679, 2.052], [-0.145, 6.654, 2.283], [-0.510, 7.924, 2.690], [-1.847, 8.237, 2.874], [-2.813, 7.272, 2.649], [-2.445, 6.002, 2.243], [-3.204, 5.253, 2.066], [-3.858, 7.510, 2.790], [-2.133, 9.229, 3.191], [0.249, 8.673, 2.862], [0.900, 6.416, 2.139], [-1.488, 3.825, 1.061], [0.218, 4.313, 1.082], [-1.406, 3.433, 3.521], [1.239, 1.897, 2.144], [1.672, 0.447, 2.358], [2.634, 0.258, 1.882], [1.742, 0.247, 3.433], [1.951, 2.566, 2.630], [1.234, 2.109, 1.061], [-2.015, 1.393, 2.545], [-1.099, 1.407, 1.012], [-0.597, -0.439, 3.398], [-0.693, -2.234, 0.812], [2.135, -2.364, -1.542], [2.235, -4.074, -3.314], [1.112, -7.324, -7.610], [-0.125, -6.495, -6.654], [1.323, -5.619, -7.175]]
}

---

ii:
{
  "formula": "C22H27N3O3",
  "method": "ωB97M-V/def2-TZVPD",
  "total_charge": 0,
  "smiles": "CC/C(=N/NC(=O)c1ccccc1)c1ccc(OCCN2CCOCC2)cc1",
  "gap_ev": 8.97,
  "homo_energy_ev": -8.31,
  "symbols": ["C", "H", "H", "H", "C", "C", "N", "N", "C", "O", "C", "C", "C", "C", "C", "C", "H", "H", "H", "H", "H", "H", "C", "C", "C", "C", "C", "C", "H", "H", "O", "C", "C", "N", "C", "H", "C", "O", "C", "C", "H", "H", "H", "H", "H", "H", "H", "H", "H", "H", "H", "H", "H", "H", "H"],
  "positions_angstrom": [[-4.622, -2.888, 0.320], [-4.897, -2.677, -0.709], [-4.957, -3.891, 0.574], [-5.128, -2.170, 0.958], [-3.114, -2.780, 0.497], [-2.582, -1.398, 0.247], [-3.420, -0.461, 0.052], [-3.020, 0.801, -0.196], [-3.865, 1.870, -0.298], [-3.399, 2.987, -0.413], [-5.324, 1.597, -0.239], [-6.127, 2.509, 0.439], [-7.494, 2.318, 0.509], [-8.071, 1.224, -0.114], [-7.279, 0.327, -0.812], [-5.910, 0.509, -0.877], [-5.297, -0.184, -1.430], [-7.732, -0.518, -1.310], [-9.140, 1.074, -0.062], [-8.111, 3.025, 1.044], [-5.662, 3.363, 0.909], [-2.022, 1.024, -0.233], [-1.109, -1.234, 0.280], [-0.519, -0.348, 1.185], [0.848, -0.184, 1.219], [1.670, -0.894, 0.341], [1.089, -1.778, -0.563], [-0.284, -1.943, -0.584], [-0.719, -2.621, -1.303], [1.695, -2.342, -1.254], [3.001, -0.651, 0.452], [3.896, -1.309, -0.423], [5.316, -0.812, -0.136], [5.607, 0.384, -0.904], [4.953, 1.592, -0.419], [4.977, 2.320, -1.235], [5.655, 2.192, 0.805], [7.024, 2.438, 0.550], [7.685, 1.258, 0.148], [7.023, 0.655, -1.097], [7.101, 1.375, -1.918], [7.533, -0.265, -1.389], [7.677, 0.525, 0.971], [8.716, 1.545, -0.062], [5.554, 1.516, 1.668], [5.218, 3.158, 1.062], [3.916, 1.366, -0.174], [6.018, -1.586, -0.453], [5.412, -0.681, 0.952], [3.844, -2.393, -0.255], [3.646, -1.090, -1.468], [1.308, 0.494, 1.920], [-1.139, 0.196, 1.883], [-2.836, -3.063, 1.517], [-2.604, -3.478, -0.173]]
}

---

Verdict on stability: i comes out on top.

---

i:
{
  "formula": "C8H7F3N2",
  "method": "ωB97M-V/def2-TZVPD",
  "total_charge": 0,
  "smiles": "FN1N(F)C1(F)Cc1ccccc1",
  "gap_ev": 9.55,
  "homo_energy_ev": -9.33,
  "symbols": ["C", "C", "C", "C", "C", "C", "C", "C", "N", "N", "F", "F", "F", "H", "H", "H", "H", "H", "H", "H"],
  "positions_angstrom": [[-2.807, 0.645, -0.708], [-1.725, 1.505, -0.614], [-2.779, -0.655, -0.255], [-0.426, 0.973, -0.201], [-1.523, -1.180, 0.192], [-0.399, -0.410, 0.190], [2.053, -0.351, 0.243], [0.811, -0.872, 0.894], [3.318, -0.476, 0.827], [2.631, 0.786, 0.843], [1.884, -0.267, -1.107], [4.349, -0.570, -0.083], [2.958, 1.842, -0.033], [-3.630, 0.945, -1.313], [-1.808, 2.519, -1.069], [-3.661, -1.278, -0.423], [0.450, 1.472, -0.466], [-1.304, -2.214, 0.394], [0.813, -0.478, 1.886], [0.794, -1.938, 0.801]]
}

---

ii:
{
  "formula": "C8H7F3N2",
  "method": "ωB97M-V/def2-TZVPD",
  "total_charge": 0,
  "smiles": "FN1N(F)C1(F)Cc1ccccc1",
  "gap_ev": 9.61,
  "homo_energy_ev": -9.42,
  "symbols": ["C", "C", "C", "C", "C", "C", "C", "C", "N", "N", "F", "F", "F", "H", "H", "H", "H", "H", "H", "H"],
  "positions_angstrom": [[-2.486, 1.205, -0.570], [-1.850, 1.482, 0.578], [-2.201, 0.047, -1.319], [-0.834, 0.671, 0.983], [-1.132, -0.753, -0.894], [-0.487, -0.475, 0.253], [2.010, -0.722, 0.036], [0.589, -1.315, 0.758], [3.049, -0.146, 0.793], [2.181, 0.680, 0.143], [2.206, -1.275, -1.185], [4.357, -0.217, 0.278], [2.718, 1.223, -1.033], [-3.165, 1.948, -0.791], [-2.177, 2.319, 1.155], [-2.845, -0.220, -2.165], [-0.470, 0.869, 1.914], [-0.897, -1.743, -1.145], [0.861, -1.163, 1.734], [0.573, -2.415, 0.478]]
}

---

Verdict on stability: i comes out on top.

---

i:
{
  "formula": "C3H8S2",
  "method": "ωB97M-V/def2-TZVPD",
  "total_charge": 0,
  "smiles": "SCCCS",
  "gap_ev": 9.84,
  "homo_energy_ev": -9.04,
  "symbols": ["C", "C", "C", "H", "H", "H", "H", "H", "H", "H", "H", "S", "S"],
  "positions_angstrom": [[0.110, -1.010, 0.790], [-0.521, 0.141, 0.023], [0.101, 0.330, -1.384], [-0.208, -0.432, 3.220], [-0.091, -1.929, 0.230], [1.215, -0.916, 0.842], [-1.633, 0.051, -0.152], [-0.394, 1.076, 0.610], [-0.406, -0.362, -2.098], [1.147, 0.033, -1.357], [1.206, 2.307, -1.140], [-0.675, -1.385, 2.395], [0.150, 2.096, -1.979]]
}

---

ii:
{
  "formula": "C3H8S2",
  "method": "ωB97M-V/def2-TZVPD",
  "total_charge": 0,
  "smiles": "CCSSC",
  "gap_ev": 8.94,
  "homo_energy_ev": -8.25,
  "symbols": ["C", "C", "S", "S", "C", "H", "H", "H", "H", "H", "H", "H", "H"],
  "positions_angstrom": [[-0.195, 1.143, 1.732], [0.619, -0.137, 1.485], [-0.118, -1.404, 0.349], [-0.991, -0.126, -1.057], [-0.289, -0.705, -2.629], [-1.240, 1.044, 1.444], [0.237, 1.939, 1.130], [-0.147, 1.396, 2.788], [1.584, 0.186, 1.082], [0.907, -0.673, 2.386], [-0.348, -1.798, -2.582], [-0.809, -0.320, -3.493], [0.790, -0.546, -2.636]]
}

---

Verdict on stability: ii comes out on top.